(1)
A gas-phase ion, CN5O3 (charge -1) at a distorted geometry. Source: OMol25; level of theory: ωB97M-V/def2-TZVPD.

Positions of all 9 atoms, in Å:
C -0.495 -0.103 -0.341
N -2.418 0.638 -0.281
N -1.259 0.783 -0.948
N -1.119 -0.796 0.629
N -2.338 -0.247 0.618
N 1.995 -0.065 0.174
O 2.906 -0.733 -0.168
O 0.839 -0.341 -0.644
O 1.889 0.864 0.960

Summary:
- HOMO-LUMO gap: 8.908 eV
- Total charge: -1
- Energy above the lowest of the compared OMol25 structures with the same formula, charge and spin: 111.10 kJ/mol
- E_LUMO: 3.482 eV
- M: 130.04 g/mol

(2)
C5H8N2 in the gas phase at a distorted geometry. Source: OMol25; level of theory: ωB97M-V/def2-TZVPD.

Positions of all 15 atoms, in Å:
H 3.223 0.789 1.656
N 2.262 0.696 1.332
C 2.168 0.177 0.169
C 0.926 0.186 -0.549
C -0.127 0.930 -0.087
N -1.394 0.932 -0.610
C -1.807 -0.392 0.108
C -1.600 -1.612 -0.346
H 3.042 -0.137 -0.420
H 0.833 -0.433 -1.428
H 0.091 1.659 0.687
H -1.948 1.715 -0.282
H -2.690 -0.185 0.715
H -0.716 -1.908 -0.888
H -2.263 -2.416 -0.057

Summary:
- HOMO-LUMO gap: 9.039 eV
- Energy above the lowest of the compared OMol25 structures with the same formula, charge and spin: 323.78 kJ/mol
- E_LUMO: 0.624 eV
- M: 96.13 g/mol

(3)
2 unconnected molecules or ions with the total composition C6H18N3Si at a distorted geometry. Source: OMol25; level of theory: ωB97M-V/def2-TZVPD.

Positions of all 28 atoms, in Å:
C 0.559 0.133 0.090
C 0.869 2.389 0.847
C 2.615 1.398 -0.538
C 0.800 -0.228 -2.333
C 0.400 -2.108 -0.970
C -3.072 -0.862 2.348
N 1.224 1.361 -0.173
N 0.770 -0.694 -0.939
N -0.273 -0.124 1.032
Si -2.290 -1.691 0.851
H 1.596 2.199 1.692
H 1.252 3.327 0.449
H -0.127 2.251 1.095
H 3.367 1.017 0.195
H 2.731 0.815 -1.363
H 2.869 2.408 -0.797
H 0.920 0.823 -2.397
H 1.583 -0.674 -3.016
H -0.146 -0.495 -2.894
H -0.584 -2.160 -1.368
H 1.092 -2.688 -1.600
H 0.462 -2.515 -0.004
H -2.770 -1.363 3.305
H -2.818 0.180 2.370
H -4.227 -0.960 2.231
H -0.262 0.296 2.013
H -1.298 -2.603 1.083
H -3.140 -2.140 -0.257

Summary:
- HOMO-LUMO gap: 7.872 eV
- Total charge: +1
- Energy above the lowest of the compared OMol25 structures with the same formula, charge and spin: 139.59 kJ/mol
- E_LUMO: -4.720 eV
- M: 160.32 g/mol

(4)
C5H9NO in the gas phase at a distorted geometry. Source: OMol25; level of theory: ωB97M-V/def2-TZVPD.

Positions of all 16 atoms, in Å:
C -1.182 0.311 -1.872
C -0.988 -0.359 -0.543
C 0.304 -1.032 -0.229
C 0.562 -0.624 1.469
O 1.854 -0.349 1.933
C 0.004 0.263 0.452
N 0.630 1.539 0.167
H -0.226 0.559 -2.338
H -1.734 -0.352 -2.544
H -1.755 1.236 -1.760
H -1.918 -0.734 -0.116
H 0.217 -2.107 -0.109
H -0.108 -1.207 2.091
H 1.907 -0.472 2.893
H 1.379 1.422 -0.510
H 1.054 1.906 1.016

Summary:
- HOMO-LUMO gap: 8.168 eV
- Energy above the lowest of the compared OMol25 structures with the same formula, charge and spin: 534.69 kJ/mol
- E_LUMO: 0.597 eV
- M: 99.13 g/mol

(5)
A molecular structure, C37H47MgN12O11 at a distorted geometry. Source: OMol25; level of theory: ωB97M-V/def2-TZVPD.

Positions of all 108 atoms, in Å:
Mg 0.324 -0.782 -0.008
C 4.427 -1.436 1.788
C 3.102 -2.052 1.290
C 2.474 -3.030 2.331
O 2.080 -1.201 0.806
H 5.047 -0.818 1.139
H 5.097 -2.277 1.966
H 4.254 -0.879 2.709
H 3.394 -2.768 0.522
H 3.095 -3.856 2.678
H 1.824 -3.753 1.839
H 1.876 -2.527 3.091
C -5.124 -1.289 1.246
C -6.463 -1.610 0.914
C -6.953 -2.881 1.188
C -6.095 -3.879 1.678
C -4.774 -3.595 1.993
C -4.341 -2.267 1.843
C -3.750 -4.614 2.539
O -2.602 -4.303 2.852
C -4.238 -5.975 2.637
C -3.430 -7.113 3.075
C -4.003 -8.257 3.693
C -5.363 -8.336 3.859
C -6.155 -7.380 3.287
C -5.684 -6.130 2.748
C -6.688 -5.120 2.293
O -7.911 -5.280 2.384
H -4.802 -0.277 1.051
H -7.201 -0.898 0.574
H -7.949 -3.272 1.040
H -3.370 -1.929 2.175
H -2.356 -7.103 3.180
H -3.431 -9.044 4.162
H -5.915 -9.144 4.315
H -7.208 -7.621 3.285
C 1.168 5.330 -1.024
C 1.556 6.576 -0.598
C 2.743 7.075 -0.972
C 3.573 6.376 -1.917
C 3.224 5.039 -2.229
C 1.989 4.590 -1.747
C 4.115 4.201 -3.174
O 3.819 3.117 -3.660
C 5.506 4.791 -3.328
C 6.575 4.016 -3.828
C 7.852 4.547 -3.855
C 8.115 5.786 -3.316
C 7.120 6.542 -2.792
C 5.841 6.074 -2.865
C 4.771 6.996 -2.388
O 5.086 8.144 -2.048
H 0.178 4.914 -0.904
H 0.890 7.264 -0.098
H 2.999 8.059 -0.606
H 1.611 3.583 -1.841
H 6.530 2.996 -4.178
H 8.526 3.859 -4.344
H 9.155 6.077 -3.274
H 7.469 7.448 -2.318
C 0.145 -3.506 -1.478
O -0.024 -2.640 -0.668
N -0.467 -3.806 -2.584
N 1.006 -4.376 -1.199
H -1.248 -3.231 -2.864
H -0.185 -4.629 -3.098
H 1.607 -4.135 -0.424
H 1.316 -5.025 -1.908
C 0.959 2.114 0.821
O 0.647 1.202 0.118
N 2.027 1.983 1.480
N 0.240 3.190 1.141
H 2.798 1.403 1.181
H 2.078 2.593 2.283
H -0.701 3.317 0.797
H 0.661 3.926 1.689
C -2.763 4.059 -0.987
O -2.454 3.307 -0.072
N -2.172 4.349 -2.180
N -3.795 4.835 -0.817
H -1.597 3.565 -2.453
H -2.699 4.922 -2.824
H -3.821 5.638 -1.429
H -4.487 4.828 -0.080
C 1.873 -0.156 -2.585
O 0.853 -0.581 -2.020
N 3.076 -0.212 -2.121
N 1.766 0.630 -3.655
H 3.252 -0.708 -1.259
H 3.887 0.147 -2.604
H 0.859 0.732 -4.087
H 2.585 1.120 -3.985
C -2.550 -0.810 -1.092
O -1.543 -0.332 -0.752
N -2.861 -2.056 -1.020
N -3.495 -0.223 -1.799
H -2.291 -2.659 -0.444
H -3.757 -2.520 -1.068
H -4.402 -0.665 -1.750
H -3.503 0.758 -2.037
C -0.424 -0.977 2.895
O -0.533 -1.241 1.719
N 0.232 0.120 3.330
N -0.963 -1.695 3.823
H 0.387 0.213 4.323
H 0.810 0.660 2.701
H -0.575 -1.594 4.750
H -1.354 -2.538 3.428

Summary:
- HOMO-LUMO gap: 6.516 eV
- Total charge: +1
- E_LUMO: -3.018 eV
- M: 860.16 g/mol

(6)
2 unconnected molecules or ions with the total composition CHN2O3 at a distorted geometry. Source: OMol25; level of theory: ωB97M-V/def2-TZVPD.

Positions of all 7 atoms, in Å:
C -1.575 0.566 -0.033
N -0.716 -0.293 0.018
N 1.771 -0.163 0.008
O -2.232 1.494 -0.075
O 1.852 0.912 0.212
O 1.824 -1.240 -0.197
H -0.924 -1.276 0.067

Summary:
- HOMO-LUMO gap: 8.625 eV
- Total charge: +1
- Energy above the lowest of the compared OMol25 structures with the same formula, charge and spin: 182.98 kJ/mol
- E_LUMO: -7.205 eV
- M: 89.03 g/mol